No. 1
27
Properties=species:S:1:pos:R:3 method="wB97M-V/def2-TZVPD" homo_lumo_gap_ev=10.3 smiles="C[C@H]1CC=NO1.OCC(O)CO" e_homo_ha=-0.353 relative_energy_kj_mol=194.2
C 1.866 -1.060 -0.837
C 1.099 -1.362 0.424
C 1.482 -2.727 1.024
C 2.475 -2.227 2.011
C -0.657 1.244 -1.438
C -2.096 1.115 -0.906
C -2.337 1.946 0.355
H 1.411 -1.614 -1.670
H 1.912 -0.003 -1.101
H 2.907 -1.384 -0.713
H 0.011 -1.298 0.277
H 0.631 -3.188 1.536
H 1.889 -3.462 0.302
H 3.191 -2.818 2.561
H -0.752 3.154 -1.333
H -0.062 0.932 -0.560
H -0.464 0.491 -2.221
H -2.832 1.355 -1.693
H -1.579 -0.542 -0.052
H -3.376 1.860 0.684
H -1.669 1.588 1.175
H -2.197 3.835 0.896
N 2.424 -0.967 2.233
O 1.414 -0.441 1.454
O -0.299 2.527 -1.912
O -2.329 -0.280 -0.585
O -2.067 3.324 0.089

No. 2
56
Properties=species:S:1:pos:R:3 method="wB97M-V/def2-TZVPD" homo_lumo_gap_ev=8.4 smiles="CCCn1cc(CN2CCC[C@@H](CNC(=O)c3ccc(F)cc3)C2)c(C)n1" e_homo_ha=-0.289 relative_energy_kj_mol=25.4
C 0.319 0.822 3.818
C 0.199 1.136 2.333
H -0.343 0.332 1.829
H -0.358 2.064 2.193
C 1.577 1.288 1.683
N 1.470 1.677 0.305
C 1.274 0.886 -0.769
C 1.166 1.708 -1.873
C 1.317 3.012 -1.348
N 1.492 2.964 -0.038
C 1.339 4.307 -2.080
H 1.554 5.108 -1.379
H 0.381 4.504 -2.561
H 2.108 4.291 -2.852
C 0.957 1.289 -3.298
N -0.400 1.022 -3.738
C -1.084 -0.080 -3.106
C -1.868 0.294 -1.833
C -2.849 1.417 -2.170
C -2.063 2.600 -2.727
C -1.271 2.152 -3.963
H -0.676 2.979 -4.355
H -1.988 1.854 -4.740
H -2.738 3.413 -3.002
H -1.378 2.968 -1.960
H -3.406 1.719 -1.279
H -3.565 1.066 -2.918
C -2.558 -0.947 -1.234
N -1.924 -1.395 -0.012
C -0.793 -2.138 -0.023
O -0.283 -2.559 -1.043
C -0.204 -2.412 1.326
C 1.177 -2.575 1.408
C 1.788 -2.833 2.619
C 0.995 -2.946 3.747
C -0.382 -2.817 3.692
C -0.978 -2.546 2.475
H -2.054 -2.469 2.423
H -0.965 -2.931 4.592
F 1.579 -3.195 4.936
H 2.857 -2.953 2.698
H 1.761 -2.503 0.502
H -2.199 -0.935 0.842
H -3.606 -0.735 -1.007
H -2.510 -1.776 -1.943
H -1.162 0.681 -1.091
H -0.361 -0.863 -2.874
H -1.799 -0.481 -3.837
H 1.360 2.063 -3.959
H 1.523 0.367 -3.471
H 1.238 -0.183 -0.688
H 2.142 2.070 2.196
H 2.125 0.343 1.746
H -0.664 0.684 4.260
H 0.895 -0.088 3.970
H 0.818 1.636 4.338

No. 3
150
Properties=species:S:1:pos:R:3 method="wB97M-V/def2-TZVPD" charge=-1 homo_lumo_gap_ev=1.2 e_homo_ha=-0.100
Y 0.111 -2.388 -3.660
C 1.506 -9.780 5.713
C 0.128 -9.493 5.143
C -0.918 -10.032 6.120
C -1.033 -9.326 7.445
C -0.328 -7.927 7.483
C -0.442 -7.191 6.128
N -0.026 -8.011 5.040
O 0.508 -7.363 3.816
C 0.378 -5.855 6.319
C -2.014 -6.873 6.074
C -0.225 -10.229 3.817
H 2.323 -9.465 5.063
H 1.476 -10.868 5.654
H 1.665 -9.410 6.726
H -0.939 -11.111 6.272
H -1.907 -9.909 5.678
H -0.449 -9.965 8.109
H -2.065 -9.212 7.776
H 0.735 -8.014 7.711
H -0.711 -7.303 8.291
H 1.443 -6.066 6.417
H 0.078 -5.342 7.232
H 0.084 -5.120 5.570
H -2.084 -6.086 6.825
H -2.651 -7.757 6.110
H -2.231 -6.590 5.044
H 0.495 -10.058 3.017
H -1.203 -10.030 3.379
H -0.192 -11.299 4.023
C 4.710 -0.661 -8.041
C 5.944 -0.323 -7.216
C 6.772 0.734 -8.071
C 7.920 1.400 -7.327
C 7.352 1.845 -5.962
C 6.708 0.843 -5.003
N 5.650 0.169 -5.833
O 4.732 -0.729 -5.110
C 6.204 1.604 -3.807
C 7.817 -0.191 -4.646
C 6.866 -1.554 -7.296
H 4.985 -0.760 -9.091
H 3.982 0.150 -8.066
H 4.208 -1.580 -7.739
H 6.132 1.542 -8.427
H 7.145 0.330 -9.012
H 8.238 2.288 -7.873
H 8.783 0.747 -7.202
H 6.545 2.478 -6.330
H 8.117 2.532 -5.597
H 5.334 2.194 -4.096
H 6.926 2.212 -3.261
H 5.843 0.895 -3.061
H 7.961 -0.238 -3.567
H 8.754 -0.042 -5.182
H 7.676 -1.227 -4.954
H 7.856 -1.281 -6.929
H 7.003 -1.902 -8.319
H 6.475 -2.363 -6.679
C -0.920 3.385 -1.694
C -1.119 3.288 -0.149
C -2.419 4.147 0.139
C -3.173 3.791 1.395
C -3.367 2.268 1.432
C -2.041 1.356 1.364
N -1.282 1.785 0.165
O -0.129 0.951 -0.236
C -2.505 -0.149 1.361
C -1.247 1.532 2.668
C 0.077 3.918 0.538
H -0.893 4.437 -1.976
H -1.727 2.951 -2.285
H -0.078 2.748 -1.965
H -3.128 4.099 -0.687
H -2.008 5.137 0.338
H -4.139 4.276 1.535
H -2.494 4.038 2.212
H -4.245 1.993 0.848
H -3.777 2.185 2.438
H -3.051 -0.422 0.458
H -3.042 -0.348 2.289
H -1.688 -0.870 1.365
H -1.742 1.205 3.582
H -1.146 2.600 2.859
H -0.228 1.176 2.515
H 0.043 4.958 0.215
H 1.009 3.552 0.106
H 0.003 3.832 1.622
O 1.333 -4.428 -1.068
H 0.562 -4.995 -0.871
O 4.868 -0.009 5.784
H 5.143 -0.277 6.661
H 4.362 0.791 5.924
O -5.731 3.737 6.815
H -5.457 2.833 6.656
H -5.874 3.781 7.761
O 2.834 3.361 -6.640
H 3.550 2.755 -6.447
H 3.069 4.165 -6.176
O -2.237 -5.276 -2.674
H -2.602 -5.535 -1.827
H -2.542 -5.948 -3.283
O 2.999 -2.251 2.740
H 3.526 -1.875 3.446
H 2.499 -1.512 2.393
O -3.255 7.169 6.498
H -3.558 6.261 6.480
H -2.459 7.145 7.029
O -4.511 8.062 -4.024
H -3.959 7.783 -3.293
H -4.282 8.981 -4.161
O -6.957 5.318 -6.040
H -7.789 5.777 -6.161
H -6.434 5.908 -5.498
O -7.588 -0.622 4.701
H -7.812 -1.376 4.155
H -6.868 -0.930 5.252
O -0.961 9.412 -3.067
H -1.268 10.287 -2.830
H -1.319 9.261 -3.942
O 0.670 7.603 -7.917
H 0.678 6.665 -7.726
H 1.205 7.691 -8.706
O -4.737 9.857 -0.146
H -4.389 9.741 0.738
H -5.304 9.098 -0.282
O -5.007 -0.245 8.314
H -5.161 -1.156 8.563
H -4.493 0.117 9.036
O 0.107 0.518 -6.033
H 0.760 1.209 -6.146
H -0.425 0.558 -6.827
O -8.795 0.876 -1.615
H -8.562 1.797 -1.498
H -8.596 0.693 -2.533
O 3.600 6.987 -4.173
H 4.053 7.790 -3.918
H 2.681 7.152 -3.961
O 4.851 7.767 2.687
H 5.530 7.595 2.035
H 4.168 8.234 2.205
O -3.354 -1.053 -3.489
H -3.646 -0.448 -2.807
H -4.088 -1.094 -4.103
O -3.635 -6.524 1.085
H -3.186 -7.368 1.124
H -3.702 -6.244 1.998
O -9.019 3.384 4.056
H -8.555 3.640 4.853
H -8.620 2.552 3.802

No. 4
122
Properties=species:S:1:pos:R:3 method="wB97M-V/def2-TZVPD" homo_lumo_gap_ev=8.5 smiles="c1cc[nH]c1.c1cc[nH]c1.c1cc[nH]c1.Fc1ccccc1.Fc1ccccc1.Fc1ccccc1.Fc1ccccc1.Fc1ccccc1.Fc1ccccc1.CC(C)=O.CC(C)=O" e_homo_ha=-0.295
N 15.728 14.737 8.346
C 15.489 16.103 8.321
C 14.138 16.326 8.407
C 13.495 15.067 8.414
C 14.535 14.143 8.349
H 16.636 14.286 8.206
H 16.315 16.798 8.425
H 13.664 17.286 8.590
H 12.431 14.817 8.481
H 14.560 13.066 8.254
N 17.033 17.754 12.653
C 16.777 17.278 11.392
C 17.832 16.512 10.999
C 18.760 16.529 12.063
C 18.260 17.290 13.068
H 16.449 18.371 13.211
H 15.831 17.530 10.911
H 17.905 16.021 10.058
H 19.716 16.009 12.095
H 18.723 17.594 14.005
N 11.849 13.691 19.410
C 11.904 12.380 19.789
C 11.681 11.662 18.663
C 11.543 12.559 17.602
C 11.607 13.824 18.067
H 11.998 14.459 20.036
H 12.165 12.111 20.799
H 11.704 10.597 18.564
H 11.347 12.362 16.560
H 11.487 14.817 17.658
F 10.100 15.400 9.219
C 9.840 14.089 8.978
C 9.082 13.729 7.887
C 8.939 12.363 7.661
C 9.500 11.409 8.491
C 10.269 11.792 9.565
C 10.415 13.120 9.824
H 8.572 14.437 7.234
H 8.375 12.102 6.771
H 9.279 10.389 8.180
H 10.747 11.105 10.248
H 10.975 13.545 10.632
F 17.766 9.219 11.569
C 16.402 9.180 11.424
C 15.816 7.904 11.403
C 14.428 7.790 11.235
C 13.697 8.906 10.912
C 14.325 10.130 10.864
C 15.674 10.306 11.123
H 16.430 7.039 11.625
H 13.894 6.830 11.352
H 12.635 8.750 10.696
H 13.783 11.018 10.488
H 16.139 11.275 11.198
F 16.043 19.251 15.368
C 15.505 18.268 16.213
C 14.309 17.757 15.745
C 13.727 16.769 16.460
C 14.333 16.285 17.659
C 15.557 16.760 18.005
C 16.234 17.742 17.208
H 13.876 18.197 14.860
H 12.805 16.241 16.236
H 13.879 15.547 18.281
H 16.141 16.375 18.841
H 17.208 18.121 17.458
F 11.977 12.109 12.591
C 12.940 13.073 12.781
C 13.531 13.656 11.651
C 14.559 14.515 11.847
C 15.006 14.878 13.140
C 14.413 14.256 14.240
C 13.379 13.337 14.054
H 13.140 13.369 10.695
H 15.100 15.000 11.040
H 15.785 15.619 13.192
H 14.727 14.515 15.240
H 12.874 12.831 14.879
F 8.529 12.894 12.816
C 8.904 13.852 13.703
C 8.249 13.850 14.888
C 8.616 14.798 15.837
C 9.682 15.659 15.491
C 10.362 15.563 14.298
C 9.995 14.625 13.348
H 7.418 13.154 15.035
H 8.100 14.905 16.769
H 10.022 16.385 16.207
H 11.198 16.221 14.102
H 10.461 14.528 12.366
F 18.092 12.741 13.257
C 18.800 13.434 14.196
C 20.177 13.437 14.120
C 20.853 14.318 14.950
C 20.195 15.134 15.828
C 18.805 15.098 15.922
C 18.103 14.263 15.066
H 20.627 12.839 13.360
H 21.931 14.253 14.882
H 20.702 15.767 16.545
H 18.304 15.744 16.623
H 17.030 14.175 15.059
C 9.659 9.605 12.770
C 9.057 9.930 14.104
O 7.919 9.660 14.369
C 10.017 10.600 15.128
H 10.368 8.793 12.986
H 10.214 10.469 12.397
H 8.932 9.194 12.074
H 10.435 11.540 14.767
H 10.839 9.926 15.386
H 9.466 10.790 16.032
C 12.337 20.244 12.138
C 13.047 18.923 12.056
O 14.156 18.803 12.549
C 12.302 17.837 11.334
H 12.570 20.795 11.231
H 12.716 20.846 12.934
H 11.270 20.276 12.282
H 11.443 17.586 11.955
H 12.876 16.930 11.271
H 11.984 18.127 10.319

No. 5
61
Properties=species:S:1:pos:R:3 method="wB97M-V/def2-TZVPD" charge=+3 homo_lumo_gap_ev="7.0 / 5.8" e_homo_ha="-0.651 / -0.651" relative_energy_kj_mol=14.8 spin_multiplicity=4 s_squared=3.79
Re -0.003 -0.244 -0.934
C -1.606 3.337 -3.207
N -1.110 2.218 -2.378
P 0.289 2.161 -1.395
C 1.755 2.683 -2.227
C 2.723 1.744 -2.603
C 3.873 2.172 -3.244
C 4.051 3.524 -3.513
C 3.094 4.460 -3.131
C 1.948 4.049 -2.476
C 0.019 3.127 0.073
C -1.271 3.472 0.491
C -1.439 4.152 1.687
C -0.332 4.465 2.470
C 0.950 4.111 2.061
C 1.135 3.443 0.860
P -1.766 0.718 -2.142
C -3.505 0.571 -2.270
C -4.074 0.076 -3.451
C -5.453 0.034 -3.559
C -6.245 0.472 -2.503
C -5.675 0.959 -1.329
C -4.301 1.014 -1.202
C -0.846 -0.562 -3.064
C 0.146 -0.226 -4.031
C 0.685 -1.214 -4.823
C 0.246 -2.534 -4.683
C -0.732 -2.887 -3.752
C -1.291 -1.916 -2.951
H -0.766 3.804 -3.718
H -2.116 4.075 -2.590
H -2.297 2.955 -3.956
H 2.599 0.690 -2.375
H 4.635 1.457 -3.523
H 4.952 3.855 -4.013
H 3.251 5.510 -3.335
H 1.219 4.783 -2.151
H -2.130 3.250 -0.131
H -2.428 4.453 2.006
H -0.469 5.001 3.399
H 1.805 4.376 2.668
H 2.137 3.197 0.525
H -3.452 -0.261 -4.272
H -5.909 -0.339 -4.465
H -7.323 0.431 -2.593
H -6.307 1.289 -0.516
H -3.855 1.385 -0.287
H 0.462 0.804 -4.145
H 1.432 -0.967 -5.565
H 0.670 -3.302 -5.319
H -1.061 -3.914 -3.668
H -2.069 -2.178 -2.241
N -0.017 -0.042 1.343
C 0.773 -1.247 1.824
C 1.127 -1.681 0.424
O 0.189 -2.261 -0.232
O 1.939 -0.935 -0.217
H 0.459 0.823 1.604
H -0.941 -0.006 1.769
H 0.133 -1.956 2.337
H 1.627 -0.952 2.425

No. 6
9
Properties=species:S:1:pos:R:3 method="wB97M-V/def2-TZVPD" homo_lumo_gap_ev=9.5 e_homo_ha=-0.332 relative_energy_kj_mol=247.7
B 0.744 -0.649 -0.585
C 1.515 -1.599 -1.216
C -1.310 1.655 0.732
C -0.500 0.546 0.521
H 2.073 -1.445 -2.126
H 1.624 -2.612 -0.856
H -1.452 2.403 -0.027
H -1.821 1.769 1.668
H -0.467 -0.105 1.393

No. 7
13
Properties=species:S:1:pos:R:3 method="wB97M-V/def2-TZVPD" homo_lumo_gap_ev=9.3 e_homo_ha=-0.351 relative_energy_kj_mol=827.1
C -0.359 0.772 -0.806
C 1.435 0.542 0.187
C 1.487 -0.936 0.530
N -1.646 0.543 -0.805
N -2.625 -0.034 -0.034
O -3.569 0.716 0.207
O -2.552 -1.206 0.317
H -0.029 1.315 -1.719
H 1.584 1.384 0.893
H 1.895 0.587 -0.784
H 2.196 -1.077 1.318
H 1.662 -1.493 -0.403
H 0.521 -1.112 1.101